The following is a quantum chemistry calculation of 2 unconnected molecules or ions with the total composition C3H11N2 in a non-equilibrium geometry, from the Open Molecules 2025 dataset.

```
! wB97M-V def2-TZVPD RIJCOSX def2/J DEFGRID3
* xyz 1 1
N 0.05898 2.24688 2.65352
H -0.57624 1.99060 1.89278
H -0.39670 1.90437 3.50840
H 0.92128 1.70937 2.47670
H 0.24441 3.24468 2.74793
C 0.60399 -1.65034 -2.48239
C 0.58094 -0.97910 -1.31575
N -0.41022 -0.99841 -0.28744
C -0.65788 0.30363 0.29091
H -0.24245 -2.29024 -2.77326
H 1.43877 -1.56118 -3.13774
H 1.42709 -0.36394 -1.00672
H -1.35665 -1.38281 -0.59981
H -0.93922 0.19826 1.35985
H 0.25227 0.93073 0.23549
H -1.47623 0.83572 -0.22281
*
```

Energy relative to the best compared isomer or geometry (same formula, charge and spin) = 49.8 kcal per mole
HOMO = -11.39 eV

---

The following is a quantum chemistry calculation of a molecular structure, C29H36AsBiGeN2O3S4 in a non-equilibrium geometry, from the Open Molecules 2025 dataset.

```
! wB97M-V def2-TZVPD RIJCOSX def2/J DEFGRID3
* xyz -2 1
Bi 1.20032 0.81584 0.49367
C 0.37002 2.82335 3.82907
O 1.39558 1.88894 3.57705
C 2.70814 2.41594 3.53308
C 2.90548 3.63797 2.65293
O 2.83998 3.24705 1.31017
C 2.85609 4.34920 0.41909
C 1.53403 5.14613 0.30321
O 0.39956 4.36592 0.57933
C -0.67353 4.59189 -0.31785
H 0.65697 3.53403 4.61718
H 0.09386 3.37343 2.92511
H -0.49493 2.25028 4.16477
H 3.03645 2.67007 4.55436
H 3.32885 1.60934 3.13769
H 2.14970 4.40439 2.87679
H 3.89675 4.06736 2.86779
H 3.66121 5.03887 0.70638
H 3.10636 3.91776 -0.54400
H 1.54589 6.00084 0.99919
H 1.47370 5.54280 -0.71552
H -0.32107 4.61846 -1.35446
H -1.34286 3.73456 -0.22053
H -1.18778 5.53639 -0.08283
S 4.85296 -0.01978 -3.16446
As 4.32742 1.20281 -1.51157
S 4.74395 0.18232 0.33500
S 1.98937 1.70954 -1.67566
S 5.30858 3.07143 -1.61090
C 3.93357 -3.67595 -1.27956
N 2.79403 -2.79814 -1.30145
C 2.16152 -2.32666 -2.43058
C 1.29882 -1.37166 -2.01888
N 1.39771 -1.24023 -0.64790
C 2.33419 -2.09062 -0.26389
H 3.78732 -4.49575 -1.98340
H 4.06040 -4.07008 -0.27272
H 4.82520 -3.11004 -1.56275
H 2.42008 -2.66608 -3.41523
H 0.64428 -0.74227 -2.59016
H 2.60986 -2.27572 0.75587
C -1.03669 0.89279 0.44044
Ge -1.65051 -0.81144 -0.11081
C -0.97434 -2.63724 0.49828
C -0.93974 -2.77016 1.88732
C -0.33796 -3.85158 2.51139
C 0.25549 -4.84687 1.74672
C 0.22182 -4.74474 0.36351
C -0.37364 -3.64922 -0.24733
C -3.57240 -1.12572 0.42535
C -4.31508 -0.25354 1.21425
C -5.62158 -0.54811 1.58442
C -6.21726 -1.72707 1.16004
C -5.49915 -2.60133 0.35417
C -4.19503 -2.29688 -0.00466
C -1.96521 -0.78006 -2.07969
C -1.94429 -1.85889 -2.95876
C -2.23977 -1.70209 -4.30665
C -2.58686 -0.45420 -4.80096
C -2.63270 0.63313 -3.93868
C -2.32115 0.46529 -2.59805
H -1.22838 0.98610 1.52518
H -1.40015 -1.99184 2.49056
H -0.31799 -3.91601 3.59357
H 0.74423 -5.68936 2.22269
H 0.67309 -5.52106 -0.24556
H -0.35381 -3.58872 -1.32812
H -3.85017 0.66964 1.54607
H -6.18324 0.14177 2.20531
H -7.23345 -1.96446 1.45473
H -5.96207 -3.51889 0.00701
H -3.63613 -2.98631 -0.62986
H -1.68053 -2.84666 -2.60229
H -2.19657 -2.56083 -4.96752
H -2.82721 -0.33007 -5.85076
H -2.90882 1.61064 -4.31784
H -2.32079 1.31003 -1.91689
*
```

Energy relative to the best compared isomer or geometry (same formula, charge and spin) = 24.7 kcal per mole
HOMO = -1.00 eV

---

The following is a quantum chemistry calculation of a gas-phase ion, C8H9N4 (charge +1) in a non-equilibrium geometry, from the Open Molecules 2025 dataset.

```
! wB97M-V def2-TZVPD RIJCOSX def2/J DEFGRID3
* xyz 1 1
C 1.97045 1.57359 2.99046
C 1.60109 2.16491 1.73292
C 1.52714 0.27224 3.11785
C -1.02564 -0.97702 -2.23706
C -1.48917 -1.67455 -0.97029
C 0.83292 1.49756 0.87125
C 0.59821 -0.35122 2.28861
C -1.78058 -0.60855 -3.23860
N -1.02197 -1.23852 0.14814
N -0.31834 -0.15710 0.01725
N 0.36961 0.25501 1.11564
N -2.60403 -0.33336 -4.21956
H 2.65548 1.89253 3.65272
H 1.82391 3.15226 1.51834
H 1.83523 -0.19977 3.96655
H 0.05018 -0.79411 -2.23906
H -2.09978 -2.49445 -1.18414
H 0.49421 1.80985 -0.08428
H 0.12028 -1.19368 2.49670
H -2.68782 -1.05327 -4.93291
H -3.10474 0.57564 -4.38626
*
```

Energy relative to the best compared isomer or geometry (same formula, charge and spin) = 119.8 kcal per mole
HOMO = -10.92 eV

---

The following is a quantum chemistry calculation of a molecular structure, C12H23AlBrCaCl4F3LiN2O6Si in a non-equilibrium geometry, from the Open Molecules 2025 dataset.

```
! wB97M-V def2-TZVPD RIJCOSX def2/J DEFGRID3
* xyz 1 1
C -1.52115 1.46373 -1.62189
C -1.83124 -0.14360 -1.49095
O -2.19734 -0.60807 -0.33328
O -1.71387 -1.05265 -2.54150
C -0.25262 -1.15490 -2.80647
C 0.07011 -2.14862 -4.00661
C 1.43210 -1.65615 -4.67697
Si 2.89541 -1.48687 -3.41833
C 3.26791 0.37283 -3.00015
F 4.48591 0.82579 -3.66895
F 2.27886 1.26905 -3.44670
F 3.35686 0.58291 -1.62225
H -0.40777 1.57532 -1.40162
H -2.10250 2.12148 -0.86821
H -1.64684 1.81600 -2.69744
H 0.21809 -1.44925 -1.82477
H 0.07675 -0.12240 -3.16599
H -0.74762 -1.96779 -4.77843
H 0.05393 -3.23562 -3.72052
H 1.24527 -0.65891 -5.19518
H 1.70611 -2.39718 -5.49660
H 4.07466 -2.25865 -3.81503
H 2.38347 -2.10444 -2.16806
Li 6.14461 0.16476 -2.42647
C 6.30941 -2.73586 0.71152
Cl 5.96973 -4.44075 0.40126
Cl 7.08678 -1.97364 -0.69781
H 5.37310 -2.22107 0.91837
H 7.00498 -2.64720 1.60993
C 0.90343 1.45482 1.56454
C 0.40639 2.79076 1.12456
N 0.01652 3.83248 0.77915
H 1.64319 1.57809 2.35561
H 0.07191 0.86008 1.94526
H 1.36479 0.93458 0.72184
Br 5.52119 -1.62846 -4.66772
Cl 7.61552 -2.51438 3.17389
Ca -3.78902 0.92005 -0.63202
C -7.42390 0.50413 3.76003
N -6.62704 1.30028 2.79328
O -6.18804 0.72222 1.80050
O -6.46058 2.46538 3.04813
H -7.48802 -0.51998 3.40149
H -6.90879 0.54766 4.71969
H -8.41237 0.95593 3.81999
O -4.05659 1.45183 5.72312
C -2.98040 1.92630 5.14094
C -2.47099 0.87834 4.01674
O -1.41058 1.32684 3.44580
H -2.10256 2.12101 5.78211
H -3.08327 2.88461 4.59850
H -3.35154 0.68889 3.35551
H -2.38338 -0.14813 4.57969
Al 6.57522 2.03605 -4.91731
Cl -1.99417 -1.09763 5.81575
*
```

Energy relative to the best compared isomer or geometry (same formula, charge and spin) = 0.0 kcal per mole
HOMO = -7.99 eV

---

The following is a quantum chemistry calculation of 2 unconnected molecules or ions with the total composition C5H5NO2S in a non-equilibrium geometry, from the Open Molecules 2025 dataset.

```
! wB97M-V def2-TZVPD RIJCOSX def2/J DEFGRID3
* xyz 0 1
C 0.66490 0.23650 0.44622
C 1.86127 0.91523 0.58110
C 1.06066 1.31244 -1.74032
C 3.91668 -1.00776 1.13894
C -1.02275 -0.27863 -1.35077
N 0.20914 0.31107 -0.82820
O 4.05234 -0.39187 2.08666
O 3.89924 -1.62647 0.18587
S 2.31360 1.81649 -0.73837
H 0.23510 -0.52603 1.07649
H 2.41676 1.08196 1.47960
H -0.99717 -0.49656 -2.56095
H -1.29482 -1.11496 -0.80186
H -1.79782 0.49205 -1.39556
*
```

Energy relative to the best compared isomer or geometry (same formula, charge and spin) = 52.1 kcal per mole
HOMO = -8.84 eV

---

The following is a quantum chemistry calculation of a molecular structure, C32H34IrN4P in a non-equilibrium geometry, from the Open Molecules 2025 dataset.

```
! wB97M-V def2-TZVPD RIJCOSX def2/J DEFGRID3
* xyz 3 2
Ir 0.95040 -0.54508 0.88022
C -5.58334 -0.03865 -2.34350
C -4.54745 -0.54496 -3.11889
C -3.30396 -0.77762 -2.55376
C -3.10486 -0.52556 -1.19910
C -4.15374 -0.03750 -0.41173
C -5.38451 0.20024 -0.99107
P -1.50990 -0.91803 -0.39783
C -1.49786 0.28353 0.99607
C -1.83558 1.60576 0.66782
C -2.01464 2.54304 1.66525
C -1.79228 2.19152 2.99400
C -1.39832 0.90211 3.32749
C -1.24852 -0.06908 2.34248
C -1.77629 -2.59462 0.24430
C -3.02170 -3.20666 0.12533
C -3.19124 -4.53917 0.48285
C -2.11006 -5.28281 0.91253
C -0.84305 -4.68899 1.07073
C 0.24643 -5.42484 1.57211
C 1.45387 -4.80598 1.81171
C 1.62772 -3.45634 1.51103
C 0.60311 -2.68890 0.95288
C -0.65708 -3.30998 0.74034
H -6.54131 0.17530 -2.79480
H -4.71074 -0.74948 -4.16576
H -2.50329 -1.17736 -3.15868
H -4.02035 0.09612 0.65101
H -6.19248 0.57143 -0.37873
H -2.00920 1.86563 -0.36734
H -2.35310 3.53773 1.42024
H -1.94356 2.92060 3.77302
H -1.26624 0.63366 4.36392
H -1.11765 -1.11052 2.63097
H -3.87234 -2.64774 -0.23424
H -4.16973 -4.98792 0.40343
H -2.23351 -6.33014 1.14607
H 0.12067 -6.47657 1.78229
H 2.27362 -5.37249 2.22126
H 2.59757 -3.02736 1.71109
C 6.26212 0.50987 2.42652
C 5.57022 -0.84633 2.19297
C 4.20831 -0.70750 1.84182
N 3.09389 -0.57166 1.57801
H 7.26097 0.31867 2.81014
H 5.72348 1.10828 3.15881
H 6.35304 1.07466 1.50110
H 5.61744 -1.44715 3.10927
H 6.08124 -1.39906 1.39579
C 0.95463 2.58204 -4.03673
C 0.32404 1.24862 -3.66631
N 0.58929 0.94395 -2.26766
C 1.09863 1.79750 -1.36702
N 1.39086 1.31980 -0.15118
C 1.98775 2.24983 0.78791
C 2.90726 3.22534 0.05857
C 2.06362 4.00209 -0.93481
N 1.21828 3.09850 -1.68528
C 0.64351 3.57949 -2.92563
H 0.56442 2.94207 -4.98657
H 2.03676 2.47671 -4.13819
H 0.73300 0.45402 -4.29643
H -0.76123 1.27810 -3.82393
H 0.54958 -0.02838 -1.98140
H 2.55735 1.68335 1.52545
H 1.19539 2.79432 1.32038
H 3.68506 2.66042 -0.45782
H 3.38710 3.91403 0.75127
H 2.69818 4.55332 -1.63833
H 1.42944 4.73058 -0.41670
H 1.05044 4.56345 -3.15159
H -0.43962 3.69875 -2.81744
*
```

Energy relative to the best compared isomer or geometry (same formula, charge and spin) = 42.7 kcal per mole
HOMO (alpha / beta) = -16.54 / -16.76 eV
<S²> = 0.887